DFT (wB97M-V/def2-TZVPD) results for a 4-piece molecular cluster, C5H17NO4 overall.

## Properties
SMILES string	CCN(C=O)CC.O.O.O
HOMO level	-9.285	eV
energy above the lowest of the compared OMol25 structures with the same formula, charge and spin	1.660	eV
multiplicity	1
orbital gap	9.88	eV
net charge	0

Last column: Mulliken charge in e.
Atoms and positions in Å:
C  0.261  -2.895  -0.514  -1.216
C  -0.208  -1.473  -0.781  -0.404
N  0.675  -0.325  -0.285  0.442
C  0.156  0.622  0.586  -0.173
O  -0.990  0.499  1.015  -0.701
C  1.843  0.105  -1.008  -0.603
C  3.096  -0.456  -0.162  -1.161
H  0.950  -3.303  -1.256  0.335
H  0.884  -3.028  0.394  0.329
H  -0.672  -3.544  -0.326  0.317
H  -1.151  -1.413  -0.224  0.378
H  -0.409  -1.309  -1.900  0.279
H  0.922  1.475  0.805  0.439
H  1.830  1.199  -1.189  0.360
H  2.004  -0.346  -1.984  0.326
H  4.023  -0.044  -0.424  0.474
H  3.074  -1.572  -0.153  0.223
H  3.237  -0.063  0.816  0.335
O  -1.966  -1.436  2.703  -0.659
H  -1.208  -1.036  2.288  0.370
H  -2.414  -0.585  2.875  0.308
O  0.238  2.617  -0.851  -0.619
H  0.225  2.976  -1.764  0.319
H  -0.651  2.356  -0.754  0.368
O  -2.404  2.238  -0.747  -0.687
H  -3.005  1.531  -1.064  0.316
H  -2.267  2.207  0.171  0.305

=====

DFT (wB97M-V/def2-TZVPD) results for a 2-piece molecular cluster, C2H9N2O overall.

## Properties
HOMO level (spin up / spin down)	-16.026 / -16.026	eV
energy above the lowest of the compared OMol25 structures with the same formula, charge and spin	4.713	eV
multiplicity	2
orbital gap (spin up / spin down)	7.35 / 2.19	eV
net charge	+2

Last column: Mulliken charge in e.
Atoms and positions in Å:
C  9.491  0.019  0.132  -0.290
C  8.228  -0.509  -0.315  0.092
N  7.262  0.326  -0.931  -0.500
N  9.405  0.496  1.587  -0.479
H  9.755  0.931  -0.412  0.318
H  8.177  -1.457  -0.842  0.339
H  6.695  0.862  -0.275  0.323
H  7.598  0.981  -1.637  0.311
H  10.247  -0.738  0.180  0.340
H  8.645  1.173  1.679  0.267
H  9.133  -0.275  2.198  0.280
H  -31.329  -1.322  -0.256  0.500
H  -31.346  0.040  -0.840  0.499
O  -31.961  -0.529  -0.269  0.001

=====

DFT (wB97M-V/def2-TZVPD) results for a 2-piece molecular cluster, C4H5N2OS overall.

## Properties
HOMO level	-14.104	eV
energy above the lowest of the compared OMol25 structures with the same formula, charge and spin	2.747	eV
multiplicity	1
orbital gap	9.29	eV
net charge	+1

Last column: Mulliken charge in e.
Atoms and positions in Å:
C  -0.785  0.095  -0.431  -0.017
C  4.152  -0.246  -0.196  0.093
C  -1.811  1.055  -2.433  -0.213
C  -0.012  -0.447  2.304  0.054
N  -1.185  0.725  -1.432  0.040
N  0.754  -1.258  1.849  -0.393
O  3.121  0.128  0.088  -0.092
S  -1.060  0.681  1.180  -0.032
H  -1.217  1.658  -3.112  0.296
H  -2.771  0.525  -2.783  0.281
H  -0.326  -0.138  3.269  0.387
H  1.390  -1.910  2.127  0.228
H  -0.248  -0.868  -0.432  0.367

=====

DFT (wB97M-V/def2-TZVPD) results for C29H60AlIN2O27PS6 as an isolated structure.

## Properties
HOMO level	-3.679	eV
multiplicity	1
orbital gap	5.45	eV
net charge	-1

Last column: Mulliken charge in e.
Atoms and positions in Å:
C  3.890  0.320  3.147  -0.597
C  4.134  -0.797  2.191  -0.408
C  4.249  -0.677  0.560  0.234
Al  2.470  -0.823  -0.454  -1.066
P  1.912  -3.085  -0.435  0.405
O  2.526  -3.741  -1.967  -0.502
I  3.142  -4.346  1.286  -0.299
O  2.504  -0.475  -2.343  -0.507
C  1.207  0.208  -2.668  1.202
C  0.179  -1.008  -2.961  -0.331
C  -0.941  -1.354  -1.841  -0.392
C  1.539  0.747  -4.204  -0.921
N  0.404  1.514  -4.844  -0.481
C  0.983  1.290  -1.462  1.327
C  1.900  2.678  -1.543  -0.996
C  2.959  2.872  -0.318  0.789
C  2.520  4.133  0.691  0.407
C  3.885  5.070  0.927  -1.121
C  1.925  3.626  2.135  -0.589
N  -0.392  1.845  -1.787  0.030
C  -1.090  2.449  -0.596  -0.136
C  -2.723  2.411  -0.956  -0.578
C  -3.471  1.527  0.251  0.215
C  -5.102  1.690  0.254  -0.681
O  1.129  0.480  -0.205  -0.057
H  2.837  0.741  3.437  0.262
H  4.833  0.784  3.705  0.179
H  4.306  -1.872  2.680  0.054
H  4.817  0.336  0.285  -0.130
H  4.945  -1.542  0.151  0.318
H  3.413  -3.279  -2.134  0.291
H  0.830  -1.996  -3.124  0.326
H  -0.390  -0.859  -3.999  -0.084
H  -1.120  -0.562  -1.005  -0.210
H  -1.980  -1.492  -2.412  0.314
H  -0.755  -2.401  -1.307  -0.195
H  2.574  1.341  -4.230  0.398
H  1.695  -0.230  -4.857  -0.245
H  0.859  2.225  -5.487  0.253
H  -0.225  0.895  -5.407  0.235
H  1.226  3.662  -1.563  0.419
H  2.535  2.741  -2.551  0.010
H  3.236  1.910  0.285  -0.508
H  3.986  3.245  -0.801  -0.273
H  1.743  4.865  0.179  0.113
H  4.182  5.654  -0.068  0.261
H  3.781  5.806  1.831  0.348
H  4.763  4.286  1.099  0.200
H  2.185  4.421  2.969  0.362
H  2.472  2.619  2.395  -0.133
H  0.774  3.414  2.027  0.076
H  -0.372  2.557  -2.548  0.365
H  -0.846  3.608  -0.466  0.102
H  -0.986  1.863  0.410  0.032
H  -3.222  3.468  -0.920  0.344
H  -2.944  1.812  -1.955  0.192
H  -3.062  1.830  1.330  0.002
H  -3.247  0.366  0.154  -0.024
H  -5.383  2.662  -0.347  0.317
H  -5.507  1.801  1.368  0.122
H  -5.600  0.738  -0.263  0.074
C  -1.832  -6.441  0.534  -0.417
C  -1.517  -4.983  0.861  0.270
O  -2.712  -4.266  0.557  -0.168
S  -3.996  -5.230  0.845  1.077
O  -4.513  -4.912  2.157  -0.561
O  -4.821  -5.257  -0.341  -0.556
O  -3.184  -6.640  0.945  -0.342
H  -1.773  -6.625  -0.543  0.332
H  -1.169  -7.134  1.058  0.316
H  -0.677  -4.598  0.278  -0.168
H  -1.309  -4.855  1.928  0.205
C  -4.252  -0.902  3.470  -0.075
C  -3.319  -1.769  4.310  -0.237
O  -2.197  -0.938  4.600  -0.309
S  -2.699  0.609  4.715  1.007
O  -2.892  0.918  6.114  -0.589
O  -1.890  1.419  3.834  -0.424
O  -4.166  0.407  4.032  -0.255
H  -3.911  -0.849  2.431  -0.049
H  -5.284  -1.261  3.495  0.409
H  -3.004  -2.673  3.784  0.213
H  -3.788  -2.046  5.260  0.318
C  -8.941  0.560  -0.212  -0.320
C  -10.012  -0.401  0.298  -0.365
O  -9.429  -1.041  1.431  -0.322
S  -8.413  0.002  2.166  1.012
O  -9.118  0.616  3.269  -0.605
O  -7.127  -0.639  2.312  -0.360
O  -8.317  1.090  0.956  -0.284
H  -8.180  0.029  -0.794  0.253
H  -9.364  1.366  -0.818  0.350
H  -10.303  -1.137  -0.454  0.322
H  -10.899  0.143  0.638  0.289
C  7.034  -0.053  -2.582  -0.306
C  8.435  0.540  -2.705  -0.434
O  8.279  1.928  -2.418  -0.338
S  7.072  2.113  -1.337  1.142
O  7.659  2.227  -0.020  -0.594
O  6.129  3.071  -1.864  -0.559
O  6.430  0.621  -1.479  -0.136
H  6.438  0.155  -3.476  0.247
H  7.057  -1.132  -2.404  0.323
H  8.862  0.398  -3.701  0.308
H  9.111  0.114  -1.956  0.309
C  0.170  2.023  7.997  -0.129
C  0.794  0.654  8.255  -0.345
O  1.879  0.558  7.335  -0.319
S  2.499  2.047  7.091  0.964
O  3.651  2.202  7.951  -0.589
O  2.537  2.299  5.670  -0.296
O  1.266  2.898  7.736  -0.331
H  -0.470  2.003  7.109  0.137
H  -0.408  2.381  8.853  0.286
H  0.084  -0.163  8.101  0.322
H  1.204  0.592  9.269  0.296
C  1.312  -3.123  -8.958  -0.404
C  2.239  -3.362  -7.769  -0.358
O  1.775  -2.478  -6.751  -0.253
S  0.161  -2.299  -6.900  1.154
O  -0.481  -3.202  -5.970  -0.548
O  -0.140  -0.888  -6.961  -0.519
O  0.016  -2.926  -8.398  -0.305
H  1.592  -2.213  -9.499  0.287
H  1.304  -3.969  -9.651  0.311
H  3.285  -3.159  -8.009  0.299
H  2.143  -4.387  -7.395  0.301

=====

| no. | calculated total energy (a.u.) | F_max (eV/Å) |
| --- | --- | --- |
| 1 | -556.37319 | 3.2 |
| 2 | -265.46746 | 4.9 |
| 3 | -737.99698 | 3.4 |
| 4 | -6552.19216 | 3.6 |